{
  "formula": "C3HDyO2",
  "method": "wB97M-V/def2-TZVPD",
  "elements": ["O", "O", "C", "Dy", "C", "C", "H"],
  "coordinates": [[0.54327, -1.10097, -0.05617], [0.09040, 1.04463, -0.04958], [-0.29051, -0.15644, -0.05255], [2.60650, 0.45542, -0.04488], [-2.89668, -0.71225, 0.07552], [-1.71890, -0.45760, -0.02154], [-3.89488, -1.11146, -0.01788]],
  "forces_ev_per_a": [[1.5, 0.1, -0.1], [1.5, 0.5, 0.0], [-0.5, 0.0, 0.2], [-3.1, -0.6, 0.0], [0.8, -0.3, -0.7], [-0.6, -0.1, 0.3], [0.3, 0.4, 0.3]],
  "largest_force_ev_per_a": 3.202,
  "total_charge": 1,
  "e_above_lowest_ev": 0.000,
  "e_tot_ev": -31296.69988,
  "spin_multiplicity": 7,
  "s2": 12.022,
  "e_homo_ev": [-13.448, -13.442]
}


{
  "formula": "C3HF2N",
  "method": "wB97M-V/def2-TZVPD",
  "elements": ["N", "C", "C", "F", "C", "F", "H"],
  "coordinates": [[-2.12482, -1.36992, 0.00008], [-1.26409, -0.58368, -0.00061], [-0.26292, 0.40302, 0.03226], [-0.69814, 1.71448, -0.00108], [1.03141, 0.11765, 0.00054], [1.47342, -1.12325, 0.00487], [1.84514, 0.84171, -0.03606]],
  "forces_ev_per_a": [[1.6, 1.3, -0.1], [-2.4, -1.7, 0.2], [0.2, 1.4, -0.3], [0.6, -1.5, 0.1], [0.6, 0.9, 0.0], [-0.2, -0.5, 0.0], [-0.4, 0.0, 0.1]],
  "largest_force_ev_per_a": 2.916,
  "e_above_lowest_ev": 0.546,
  "e_tot_ev": -10050.37327,
  "smiles": "N#C/C(F)=C\\F",
  "e_homo_ev": -10.632
}


{
  "formula": "C3HF5IN",
  "method": "wB97M-V/def2-TZVPD",
  "elements": ["C", "C", "C", "N", "F", "F", "F", "F", "F", "I", "H"],
  "coordinates": [[0.50655, 0.29404, 0.08104], [-0.69058, -0.08349, -0.31684], [1.59843, -0.72555, 0.27464], [-1.91542, 0.95336, -0.72034], [-1.09661, -1.29896, -0.56958], [1.22523, -1.74292, 1.06093], [2.67743, -0.17423, 0.83461], [1.99368, -1.26391, -0.88795], [-1.44186, 2.20453, -0.37013], [-3.61323, 0.51387, 0.34120], [0.75637, 1.32326, 0.27241]],
  "forces_ev_per_a": [[0.2, -0.4, 0.2], [-2.5, 2.6, -1.7], [-0.2, 0.0, 0.0], [6.3, -1.7, 0.0], [0.2, -0.1, 0.0], [-0.2, -0.2, 0.1], [0.2, 0.3, 0.1], [0.0, 0.0, -0.2], [0.3, 0.4, -0.4], [-4.1, -1.0, 2.0], [-0.1, 0.1, -0.1]],
  "largest_force_ev_per_a": 6.574,
  "e_tot_ev": -26299.03144,
  "spin_multiplicity": 3,
  "s2": 2.009,
  "e_homo_ev": [-7.235, -10.352]
}


{
  "formula": "C3HF6NO3S",
  "method": "wB97M-V/def2-TZVPD",
  "elements": ["C", "C", "C", "N", "O", "O", "O", "F", "F", "F", "F", "F", "F", "S", "H"],
  "coordinates": [[2.24575, 0.84888, 0.57811], [1.64889, 1.22226, -0.88614], [2.57404, -0.73000, 0.49427], [0.17522, -0.19863, -0.93616], [1.79372, -1.87182, -1.79517], [0.54989, -2.50972, 0.18817], [-0.65854, 0.17326, 0.16441], [3.29868, 1.63710, 1.00665], [1.30789, 1.06965, 1.53224], [1.00513, 2.33012, -1.10500], [2.51158, 0.90475, -1.81569], [3.76191, -0.86951, -0.11357], [2.70803, -1.40040, 1.65658], [1.19246, -1.48941, -0.56180], [-1.30518, 0.83367, -0.25203]],
  "forces_ev_per_a": [[-0.3, 0.6, 1.0], [-1.1, -3.1, 1.3], [0.6, 0.6, 0.2], [1.9, 2.8, 0.7], [0.2, 0.8, -0.1], [-0.4, 0.5, 0.7], [-0.7, 0.7, -1.5], [-0.7, -1.2, -1.4], [0.3, -0.4, -0.8], [0.4, -0.3, 0.4], [-0.4, 0.6, 0.0], [-0.3, 0.2, -0.4], [-0.8, 1.0, -0.4], [0.0, -1.5, -0.3], [1.3, -1.5, 0.6]],
  "largest_force_ev_per_a": 3.509,
  "e_above_lowest_ev": 1.055,
  "e_tot_ev": -37894.61191,
  "e_homo_ev": [-10.824, -10.825]
}


{
  "formula": "C3HFNO2",
  "method": "wB97M-V/def2-TZVPD",
  "elements": ["C", "C", "C", "N", "O", "O", "F", "H"],
  "coordinates": [[-1.27129, -1.35619, 0.21958], [1.68146, -1.17374, -0.31402], [-0.09363, -0.56242, 0.36246], [-2.27745, -1.88014, 0.03060], [2.41944, -1.44841, 0.62579], [1.71057, -1.05669, -1.49471], [0.14012, -0.32870, 1.75081], [-0.34420, 0.50502, -0.15553]],
  "forces_ev_per_a": [[-0.1, 0.2, -0.1], [-0.2, 0.2, 2.7], [1.7, 2.3, -0.3], [-0.3, -0.6, 0.0], [-1.2, 0.2, -0.8], [-0.2, 0.0, -1.8], [-0.4, 0.0, -0.7], [0.8, -2.5, 1.2]],
  "largest_force_ev_per_a": 2.917,
  "total_charge": -1,
  "e_above_lowest_ev": 0.255,
  "e_tot_ev": -11430.32449,
  "e_homo_ev": -4.447
}


{
  "formula": "C3HFO2Pr",
  "method": "wB97M-V/def2-TZVPD",
  "elements": ["H", "O", "O", "C", "C", "C", "F", "Pr"],
  "coordinates": [[0.11489, -2.12252, -0.48786], [0.69083, -0.50411, 0.86056], [-0.65465, 0.83071, -0.30973], [0.50454, -1.06766, -0.38492], [-0.34429, -0.26018, -1.04262], [0.08365, 0.73916, 0.87241], [-0.58717, -0.15368, -2.32935], [0.19218, 2.53828, 2.82151]],
  "forces_ev_per_a": [[2.2, 0.4, 0.3], [-1.4, 3.0, -0.2], [2.2, 0.3, 2.2], [-2.5, -2.5, 0.1], [0.6, 1.9, -2.3], [-0.6, -2.8, -1.9], [-0.5, -0.6, 1.7], [0.0, 0.2, 0.2]],
  "largest_force_ev_per_a": 3.524,
  "total_charge": 2,
  "e_tot_ev": -23985.99206,
  "spin_multiplicity": 4,
  "s2": 3.752,
  "e_homo_ev": [-17.256, -17.736]
}